Record 1
Formula: C34H34AsNO3PSTeTi
Source: OMol25
Level of theory: ωB97M-V with the def2-TZVPD basis set

Cartesian coordinates (Å):
Ti 0.65 -1.10 -0.29
S -0.55 -2.81 0.81
C -2.12 -2.78 -0.01
C -2.71 -3.96 -0.47
C -3.94 -3.90 -1.10
C -4.60 -2.69 -1.27
C -4.02 -1.52 -0.80
C -2.79 -1.56 -0.17
As -1.78 -0.03 0.43
C -3.05 1.43 0.08
C -3.90 1.91 1.07
C -4.81 2.91 0.76
C -4.87 3.44 -0.52
C -4.02 2.96 -1.50
C -3.11 1.96 -1.20
C -1.96 -0.09 2.38
C -1.45 1.01 3.08
C -1.47 1.05 4.46
C -2.00 -0.02 5.17
C -2.53 -1.11 4.49
C -2.51 -1.15 3.10
H -2.20 -4.90 -0.33
H -4.39 -4.82 -1.46
H -5.56 -2.66 -1.76
H -4.53 -0.57 -0.92
H -3.87 1.49 2.06
H -5.48 3.27 1.54
H -5.59 4.22 -0.74
H -4.07 3.38 -2.50
H -2.44 1.60 -1.97
H -1.08 1.87 2.51
H -1.07 1.91 4.99
H -2.02 0.01 6.25
H -2.96 -1.93 5.04
H -2.92 -2.00 2.57
N 1.18 0.27 1.35
C 1.55 1.67 1.13
C 2.08 2.32 2.23
C 2.62 3.59 2.14
C 2.69 4.18 0.89
C 2.13 3.54 -0.20
C 1.47 2.30 -0.12
C 0.74 1.81 -1.34
C 0.36 2.78 -2.28
C -0.30 2.45 -3.45
C -0.68 1.14 -3.69
C -0.38 0.18 -2.73
C 0.35 0.47 -1.57
H 0.48 0.21 2.09
H 2.01 -0.19 1.73
H 2.08 1.81 3.19
H 3.03 4.08 3.01
H 3.17 5.14 0.76
H 2.24 4.02 -1.17
H 0.56 3.82 -2.10
H -0.54 3.23 -4.16
H -1.22 0.87 -4.58
H -0.74 -0.83 -2.91
C 5.50 -5.20 0.20
C 5.16 -3.90 -0.48
O 3.70 -3.76 -0.45
P 2.90 -2.56 -1.04
O 2.40 -1.65 0.12
Te 0.99 -3.08 -2.34
O 4.02 -1.77 -1.85
C 3.75 -0.56 -2.59
C 4.32 0.64 -1.86
H 6.59 -5.28 0.28
H 5.13 -6.05 -0.37
H 5.07 -5.24 1.20
H 5.49 -3.88 -1.51
H 5.59 -3.05 0.05
H 2.67 -0.45 -2.75
H 4.22 -0.69 -3.56
H 3.90 0.69 -0.85
H 4.07 1.56 -2.39
H 5.40 0.55 -1.78

Computed properties:
LUMO level   -3.5 eV
Total charge   +1
Calculated total energy   -5689.236982 hartree
Energy above the lowest of the compared OMol25 structures with the same formula, charge and spin   17.3 kcal per mole
Kohn-Sham gap   6.80 eV

These are the Löwdin partial charges, in e, on atoms 1 to 4: Ti 0.47; S 0.61; C -0.67; C -0.10

***

Record 2
Formula: C34H34BN15O4STi
Source: OMol25
Level of theory: ωB97M-V with the def2-TZVPD basis set

Cartesian coordinates (Å):
Ti 0.31 -0.38 0.06
C -3.78 1.14 0.96
C -2.78 0.72 0.09
N -1.66 0.46 0.75
N -1.90 0.73 2.05
C -3.18 1.12 2.20
B -0.79 0.34 3.04
N 0.53 1.09 2.59
C 1.26 1.97 3.27
C 2.33 2.38 2.48
C 2.17 1.70 1.29
N 1.08 0.91 1.36
N -0.58 -1.19 2.83
C -0.81 -2.23 3.63
C -0.68 -3.40 2.91
C -0.35 -2.99 1.63
N -0.31 -1.65 1.57
N -1.06 0.71 4.45
C -1.59 1.87 4.94
C -1.30 1.93 6.28
C -0.56 0.76 6.53
N -0.40 0.04 5.43
H -4.79 1.41 0.73
H -2.82 0.60 -0.98
H -3.57 1.35 3.18
H 1.00 2.22 4.28
H 3.10 3.08 2.74
H 2.76 1.71 0.39
H -1.02 -2.06 4.67
H -0.78 -4.41 3.27
H -0.11 -3.57 0.74
H -2.10 2.57 4.31
H -1.59 2.69 6.98
H -0.14 0.41 7.46
N 3.74 -3.22 0.30
C 3.87 -2.77 1.60
C 4.78 -3.10 2.60
C 4.61 -2.46 3.81
C 3.57 -1.54 4.01
C 2.68 -1.22 3.01
C 2.84 -1.85 1.78
N 2.13 -1.73 0.57
C 2.68 -2.60 -0.25
C 2.18 -3.10 -1.55
C 2.88 -3.08 -2.72
S 2.01 -3.96 -3.90
C 0.81 -4.30 -2.74
N 1.00 -3.79 -1.56
H 4.26 -3.96 -0.14
H 5.57 -3.81 2.43
H 5.29 -2.68 4.63
H 3.46 -1.08 4.98
H 1.88 -0.52 3.21
H 3.82 -2.60 -2.94
H -0.04 -4.92 -2.99
C -2.97 -2.54 -0.72
C -2.02 -1.98 -1.71
N -0.87 -1.35 -1.45
C -0.30 -1.06 -2.67
C -1.10 -1.49 -3.68
N -2.17 -2.07 -3.05
C -1.05 -1.48 -5.17
O -0.02 -0.88 -5.74
O -1.97 -1.96 -5.77
C 1.02 -0.43 -2.66
O 1.61 -0.04 -3.64
O 1.47 -0.34 -1.41
H -2.78 -2.09 0.25
H -2.82 -3.62 -0.64
H -4.00 -2.35 -1.02
H -2.94 -2.51 -3.56
H 0.63 -0.54 -5.07
N -0.18 1.53 -1.14
C -0.62 2.31 -1.87
N -1.13 3.12 -2.73
C -1.59 4.46 -2.28
C -1.96 5.28 -3.50
C -0.81 5.32 -4.50
C -0.35 3.90 -4.93
C -1.10 2.81 -4.18
H -0.78 4.93 -1.73
H -2.44 4.32 -1.60
H -2.21 6.29 -3.17
H -2.87 4.88 -3.96
H 0.03 5.84 -4.04
H -1.10 5.90 -5.37
H 0.72 3.78 -4.76
H -0.51 3.75 -6.00
H -0.61 1.84 -4.29
H -2.13 2.71 -4.52

Computed properties:
LUMO level   -7.0 eV
Total charge   +2
Calculated total energy   -3710.702967 hartree
Energy above the lowest of the compared OMol25 structures with the same formula, charge and spin   15.8 kcal per mole
Kohn-Sham gap   6.71 eV

These are the Löwdin partial charges, in e, on atoms 1 to 4: Ti 1.21; C -0.01; C -0.13; N -0.04

***

Record 3
Formula: C34H34BrN6O2RuS
Source: OMol25
Level of theory: ωB97M-V with the def2-TZVPD basis set

Cartesian coordinates (Å):
Ru 0.08 0.02 -0.20
O -2.92 2.36 5.11
C -2.33 2.03 3.98
C -1.54 2.89 3.20
C -0.95 2.42 2.05
N -1.08 1.16 1.63
C -1.83 0.35 2.37
Br -1.94 -1.45 1.75
C -2.47 0.71 3.52
H -2.76 3.27 5.39
H -1.39 3.91 3.50
H -0.32 3.05 1.44
H -3.06 0.01 4.09
C 3.82 0.03 -2.57
C 3.38 0.54 -3.78
C 2.12 1.10 -3.90
C 1.28 1.17 -2.79
C 1.71 0.64 -1.56
C 2.98 0.09 -1.45
C -0.04 1.81 -2.82
C -0.39 2.86 -3.69
C -1.57 3.53 -3.50
C -2.46 3.11 -2.48
C -3.68 3.75 -2.17
C -4.49 3.25 -1.17
C -4.15 2.07 -0.50
C -2.98 1.43 -0.78
C -2.09 1.96 -1.73
N -0.88 1.38 -1.89
H 4.80 -0.41 -2.47
H 4.04 0.52 -4.63
H 1.79 1.46 -4.86
H 3.37 -0.25 -0.50
H 0.28 3.16 -4.48
H -1.83 4.38 -4.11
H -3.97 4.63 -2.73
H -5.41 3.76 -0.93
H -4.84 1.66 0.23
H -2.70 0.48 -0.33
C -1.38 -4.55 -2.91
N -1.62 -3.11 -2.95
C -2.30 -2.54 -4.10
C -1.03 -2.40 -2.07
N -0.48 -1.85 -1.20
H -2.32 -5.08 -3.08
H -0.99 -4.83 -1.94
H -0.66 -4.84 -3.68
H -3.23 -3.08 -4.27
H -1.68 -2.62 -4.99
H -2.53 -1.49 -3.92
C 2.51 -1.52 5.70
C 1.20 -2.27 5.53
C 0.51 -1.97 4.20
N 1.16 -2.62 3.08
C 1.63 -2.03 1.99
S 1.69 -0.32 1.85
N 2.13 -2.74 0.95
C 2.31 -4.14 0.75
O 2.15 -4.55 -0.37
C 2.71 -4.95 1.91
C 2.40 -6.32 1.88
C 2.76 -7.13 2.94
C 3.45 -6.60 4.02
C 3.81 -5.26 4.03
C 3.46 -4.44 2.97
H 2.94 -1.74 6.67
H 2.34 -0.44 5.64
H 3.23 -1.80 4.93
H 0.51 -1.98 6.33
H 1.37 -3.34 5.61
H 0.51 -0.90 4.01
H -0.52 -2.34 4.24
H 1.21 -3.64 3.13
H 2.17 -2.23 0.07
H 1.87 -6.71 1.03
H 2.52 -8.18 2.91
H 3.72 -7.24 4.85
H 4.38 -4.86 4.85
H 3.79 -3.41 2.96

Computed properties:
Multiplicity   2
LUMO level (alpha / beta)   -6.9 / -6.6 eV
Total charge   +2
Calculated total energy   -4861.621093 hartree
Energy above the lowest of the compared OMol25 structures with the same formula, charge and spin   49.6 kcal per mole
Kohn-Sham gap (alpha / beta)   6.52 / 6.85 eV

These are the Löwdin partial charges, in e, on atoms 1 to 4: Ru 1.03; O 0.14; C -0.29; C 0.04

***

Record 4
Formula: C34H34Cl12
Source: OMol25
Level of theory: ωB97M-V with the def2-TZVPD basis set

Cartesian coordinates (Å):
C 1.46 2.71 -6.30
C 2.31 1.59 -6.38
C 1.91 0.36 -5.90
C 0.67 0.25 -5.27
C -0.20 1.34 -5.19
C 0.23 2.56 -5.69
H 1.78 3.70 -6.69
H 3.30 1.70 -6.81
H 2.52 -0.52 -5.91
H 0.41 -0.71 -4.88
H -1.15 1.25 -4.66
H -0.33 3.48 -5.58
C 2.42 4.99 1.89
C 3.28 5.23 2.96
C 4.04 4.23 3.54
C 3.94 2.94 3.00
C 3.12 2.68 1.94
C 2.37 3.71 1.39
H 1.81 5.77 1.44
H 3.44 6.19 3.39
H 4.71 4.39 4.36
H 4.54 2.14 3.50
H 3.08 1.68 1.48
H 1.75 3.47 0.53
C 1.76 -3.00 3.89
C 2.00 -1.67 4.32
C 0.95 -0.90 4.74
C -0.37 -1.36 4.72
C -0.60 -2.70 4.30
C 0.46 -3.52 3.92
H 2.61 -3.63 3.53
H 2.99 -1.26 4.39
H 1.20 0.05 5.15
H -1.25 -0.76 4.92
H -1.60 -3.17 4.31
H 0.25 -4.54 3.62
C -4.47 -5.32 2.94
C -3.27 -5.81 2.41
C -2.37 -4.87 1.80
C -2.77 -3.57 1.71
C -3.98 -3.09 2.22
C -4.83 -3.98 2.87
H -5.12 -6.04 3.43
H -2.90 -6.80 2.54
H -1.43 -5.20 1.33
H -2.06 -2.91 1.19
H -4.23 -2.02 2.11
H -5.75 -3.62 3.26
C -1.38 -0.32 -0.30
C -0.70 0.20 -1.42
C 0.69 0.40 -1.37
C 1.38 0.07 -0.19
C 0.71 -0.44 0.93
C -0.67 -0.64 0.88
H -2.43 -0.41 -0.34
H -1.22 0.34 -2.35
H 1.19 0.81 -2.26
H 2.43 0.25 -0.07
H 1.24 -0.73 1.84
H -1.15 -1.01 1.79
C 0.51 -3.15 -1.50
Cl -1.09 -3.42 -2.25
Cl 1.84 -2.61 -2.60
Cl 0.97 -4.45 -0.38
H 0.42 -2.27 -0.89
C -5.49 -0.36 -2.24
Cl -4.95 -1.63 -1.16
Cl -4.10 0.30 -3.19
Cl -6.37 0.93 -1.34
H -6.17 -0.75 -2.98
C 3.51 3.21 -3.26
Cl 4.72 4.43 -3.47
Cl 2.07 3.92 -2.52
Cl 4.22 1.96 -2.25
H 3.27 2.70 -4.19
C -1.96 3.37 -0.54
Cl -2.02 3.77 -2.24
Cl -3.50 2.79 0.09
Cl -1.36 4.71 0.41
H -1.23 2.57 -0.40

Computed properties:
SMILES   ClC(Cl)Cl.ClC(Cl)Cl.ClC(Cl)Cl.ClC(Cl)Cl.c1ccccc1.c1ccccc1.c1ccccc1.c1ccccc1.c1ccccc1
LUMO level   0.4 eV
Calculated total energy   -6838.242191 hartree
Kohn-Sham gap   9.65 eV

These are the Löwdin partial charges, in e, on atoms 1 to 4: C -0.10; C -0.11; C -0.09; C -0.09